The following is a DFT calculation (ωB97M-V/def2-TZVPD) of 21 unconnected molecules or ions with the total composition C42H63N21.

Each atom is followed by the atoms it is bonded to, with distances in Å.
Element x y z (Å)
1 C -6.34621 -1.49990 0.42137  C2 1.399, H4 1.080, H5 1.093, H6 1.090
2 C -6.91714 -1.25048 -0.83175  C1 1.399, N3 1.162
3 N -7.42550 -1.11026 -1.86698  C2 1.162
4 H -6.99206 -1.03026 1.14831  C1 1.080
5 H -5.50706 -0.80035 0.38483  C1 1.093
6 H -6.05876 -2.53408 0.60887  C1 1.090
7 C -0.69535 3.30768 -3.18287  C8 1.425, H10 1.084, H11 1.084, H12 1.088
8 C -0.04031 2.15454 -3.70337  C7 1.425, N9 1.151
9 N 0.57486 1.26709 -4.10213  C8 1.151
10 H -0.35092 4.25588 -3.57969  C7 1.084
11 H -0.69099 3.29666 -2.09857  C7 1.084
12 H -1.74208 3.16210 -3.43962  C7 1.088
13 C 3.53191 -3.61424 -1.10508  C14 1.449, H16 1.084, H17 1.086, H18 1.092
14 C 4.49397 -2.68455 -1.66088  C13 1.449, N15 1.143
15 N 5.26083 -1.93617 -2.06018  C14 1.143
16 H 3.07789 -4.06948 -1.97730  C13 1.084
17 H 2.78291 -3.02363 -0.58541  C13 1.086
18 H 4.00543 -4.40368 -0.51847  C13 1.092
19 C -4.61671 1.07793 -3.48766  C20 1.418, H22 1.091, H23 1.096, H24 1.080
20 C -3.75719 1.48028 -2.43402  C19 1.418, N21 1.140
21 N -3.08473 1.78119 -1.56356  C20 1.140
22 H -5.06821 1.93099 -3.99606  C19 1.091
23 H -5.39544 0.42919 -3.07037  C19 1.096
24 H -4.00686 0.53035 -4.19171  C19 1.080
25 C -3.19465 2.55981 1.76810  C26 1.435, H28 1.084, H29 1.091, H30 1.079
26 C -4.61631 2.66675 1.60459  C25 1.435, N27 1.158
27 N -5.76606 2.74926 1.49428  C26 1.158
28 H -2.71373 3.23180 1.06636  C25 1.084
29 H -2.86274 1.56351 1.47255  C25 1.091
30 H -2.87685 2.85051 2.75783  C25 1.079
31 C 2.47574 -7.06315 2.16166  C32 1.427, H34 1.087, H35 1.088, H36 1.082
32 C 2.80164 -5.67559 2.23080  C31 1.427, N33 1.163
33 N 3.01464 -4.53203 2.25538  C32 1.163
34 H 3.35256 -7.60428 1.81378  C31 1.087
35 H 1.61418 -7.26576 1.52901  C31 1.088
36 H 2.29286 -7.39426 3.17570  C31 1.082
37 C 1.59100 -1.60742 -3.14722  C38 1.435, H40 1.086, H41 1.091, H42 1.082
38 C 1.79516 -1.64701 -4.56726  C37 1.435, N39 1.154
39 N 1.94151 -1.65809 -5.71234  C38 1.154
40 H 2.41424 -1.06995 -2.68568  C37 1.086
41 H 1.49953 -2.61265 -2.73300  C37 1.091
42 H 0.69931 -1.03377 -2.92924  C37 1.082
43 C -1.89465 -1.08283 -5.40534  C44 1.468, H46 1.094, H47 1.088, H48 1.088
44 C -2.23091 -0.85490 -6.81619  C43 1.468, N45 1.145
45 N -2.54642 -0.64909 -7.89726  C44 1.145
46 H -1.07070 -1.79901 -5.34217  C43 1.094
47 H -2.72155 -1.51743 -4.84666  C43 1.088
48 H -1.62117 -0.15122 -4.91466  C43 1.088
49 C -5.73249 -4.29550 3.34237  C50 1.436, H52 1.089, H53 1.083, H54 1.085
50 C -4.64434 -3.64083 2.67098  C49 1.436, N51 1.129
51 N -3.81853 -3.07253 2.15114  C50 1.129
52 H -5.71283 -5.30039 2.92265  C49 1.089
53 H -6.67480 -3.82704 3.08588  C49 1.083
54 H -5.59624 -4.35016 4.41728  C49 1.085
55 C 5.37909 4.30368 3.78091  C56 1.441, H58 1.081, H59 1.092, H60 1.087
56 C 5.20638 3.61622 2.52589  C55 1.441, N57 1.139
57 N 5.01933 3.14875 1.50411  C56 1.139
58 H 6.41275 4.24189 4.09135  C55 1.081
59 H 4.82314 3.72252 4.51989  C55 1.092
60 H 5.03666 5.33437 3.83082  C55 1.087
61 C 3.74498 5.48774 -0.44506  C62 1.424, H64 1.089, H65 1.087, H66 1.088
62 C 2.60882 4.66596 -0.69095  C61 1.424, N63 1.170
63 N 1.67443 3.99273 -0.89635  C62 1.170
64 H 3.49525 6.54784 -0.43296  C61 1.089
65 H 4.49129 5.24363 -1.19665  C61 1.087
66 H 4.17256 5.17544 0.50485  C61 1.088
67 C 3.36073 -1.42132 3.24446  C68 1.414, H70 1.085, H71 1.092, H72 1.085
68 C 4.54992 -1.93869 3.80788  C67 1.414, N69 1.172
69 N 5.50617 -2.40238 4.30119  C68 1.172
70 H 3.51621 -0.34805 3.19745  C67 1.085
71 H 2.49714 -1.68942 3.85589  C67 1.092
72 H 3.24788 -1.79514 2.23227  C67 1.085
73 C -0.44580 1.86616 4.23484  C74 1.437, H76 1.081, H77 1.098, H78 1.078
74 C 0.63536 2.46489 4.96899  C73 1.437, N75 1.168
75 N 1.45570 2.98349 5.61953  C74 1.168
76 H -0.59839 0.86029 4.60072  C73 1.081
77 H -0.17034 1.78276 3.17556  C73 1.098
78 H -1.38090 2.40256 4.23059  C73 1.078
79 C -1.66945 -3.93624 0.04878  C80 1.406, H82 1.083, H83 1.089, H84 1.089
80 C -0.43769 -4.51825 -0.29763  C79 1.406, N81 1.167
81 N 0.62237 -4.96520 -0.49389  C80 1.167
82 H -2.14263 -4.38122 0.91542  C79 1.083
83 H -2.32178 -4.13933 -0.79899  C79 1.089
84 H -1.61137 -2.86173 0.21733  C79 1.089
85 C -3.89044 5.55498 -0.25350  C86 1.427, H88 1.085, H89 1.087, H90 1.086
86 C -5.27360 5.58645 -0.60153  C85 1.427, N87 1.143
87 N -6.35754 5.59626 -0.96536  C86 1.143
88 H -3.40727 6.51809 -0.38256  C85 1.085
89 H -3.29879 4.74626 -0.67415  C85 1.087
90 H -3.90996 5.43440 0.82590  C85 1.086
91 C -4.67319 -4.78118 -3.40692  C92 1.437, H94 1.087, H95 1.085, H96 1.089
92 C -4.30326 -3.47280 -2.94261  C91 1.437, N93 1.167
93 N -3.94427 -2.42091 -2.58547  C92 1.167
94 H -4.78488 -4.72929 -4.48688  C91 1.087
95 H -5.67981 -4.93643 -3.03315  C91 1.085
96 H -3.97622 -5.55693 -3.09400  C91 1.089
97 C 0.06329 -3.60086 3.84980  C98 1.458, H100 1.090, H101 1.085, H102 1.091
98 C -0.18927 -2.33775 3.16686  C97 1.458, N99 1.159
99 N -0.33286 -1.34313 2.58846  C98 1.159
100 H -0.76560 -3.88450 4.49872  C97 1.090
101 H 0.92793 -3.61745 4.50581  C97 1.085
102 H 0.18767 -4.39104 3.10861  C97 1.091
103 C 0.05099 0.91519 -0.08072  C104 1.406, H106 1.088, H107 1.091, H108 1.082
104 C 1.24203 0.17115 -0.15374  C103 1.406, N105 1.152
105 N 2.20157 -0.45658 -0.26623  C104 1.152
106 H -0.10465 1.37773 -1.05364  C103 1.088
107 H 0.21469 1.68056 0.67873  C103 1.091
108 H -0.83770 0.32902 0.11360  C103 1.082
109 C 6.00273 -0.00432 0.81224  C110 1.444, H112 1.089, H113 1.086, H114 1.085
110 C 7.06324 -0.98413 0.84675  C109 1.444, N111 1.154
111 N 7.85548 -1.82288 0.85119  C110 1.154
112 H 5.05754 -0.26534 0.33870  C109 1.089
113 H 6.41096 0.85544 0.28955  C109 1.086
114 H 5.86757 0.29484 1.84659  C109 1.085
115 C 3.89445 1.95421 -3.25960  C116 1.452, H118 1.091, H119 1.091, H120 1.086
116 C 4.28890 2.24774 -4.62530  C115 1.452, N117 1.143
117 N 4.58744 2.51637 -5.69593  C116 1.143
118 H 4.34911 2.71501 -2.62371  C115 1.091
119 H 4.27051 0.96979 -2.97857  C115 1.091
120 H 2.81674 2.02857 -3.14347  C115 1.086
121 C 1.70795 5.25300 2.77848  C122 1.421, H124 1.084, H125 1.091, H126 1.088
122 C 0.37085 5.04910 2.34279  C121 1.421, N123 1.160
123 N -0.71533 4.88004 1.97264  C122 1.160
124 H 2.05820 6.22079 2.43755  C121 1.084
125 H 2.36230 4.46425 2.40431  C121 1.091
126 H 1.68498 5.16878 3.86255  C121 1.088

Values from the calculation:
Relative energy (zero: lowest compared OMol25 entry of this formula, charge and spin)   164.6 kJ/mol
LUMO   -0.018 Eh
Frontier orbital gap   10.27 eV